1.
ORCA calculation (ωB97M-V with the def2-TZVPD basis set) on C41H75AlB2BrCl3F2IN5O17P2 as an isolated structure.

Structure (XYZ):
```
150
Properties=species:S:1:pos:R:3:mulliken_charge:R:1
C -4.63 -2.50 -3.62 -0.862
C -4.12 -3.51 -2.47 -0.713
C -2.57 -3.25 -2.03 0.295
C -2.44 -2.73 -0.51 -0.734
C -1.23 -3.44 0.28 -0.290
C -0.20 -2.38 0.97 0.243
C 1.31 -2.53 0.43 -0.732
C 1.96 -1.18 -0.13 -0.506
C 0.94 -0.30 -1.01 -0.396
N 0.40 0.85 -0.37 -0.085
C -0.54 1.56 -1.19 -0.478
C -1.21 2.84 -0.54 -0.248
C -0.77 3.28 0.94 -0.841
C -1.90 2.96 2.04 0.087
C -1.27 3.35 3.49 0.312
C -1.57 4.86 3.91 -0.503
O -2.61 4.95 4.94 -0.601
C -2.29 3.68 -1.29 0.226
P -3.01 5.16 -0.36 0.554
C -2.49 6.82 -1.10 -0.538
C -3.01 7.15 -2.60 -0.783
C -4.88 4.97 -0.05 -0.589
C -5.81 6.14 -0.62 -0.797
C -2.69 3.20 -2.73 -0.012
C -3.81 3.97 -3.55 -0.592
C -3.16 4.71 -4.83 0.011
O -1.90 4.75 -4.87 -0.351
I -4.30 5.64 -6.43 -0.004
C -2.00 1.94 -3.38 0.305
P -2.44 1.39 -5.16 0.621
N -1.16 1.69 -6.11 -0.828
C -0.90 1.09 -2.62 0.317
N -0.37 -0.04 -3.33 0.122
C 0.55 -0.70 -2.46 -0.128
B 1.25 -2.06 -3.08 1.220
O 0.76 -3.39 -2.81 -0.659
N 2.43 -1.89 -3.99 -0.134
C 3.29 -0.71 -3.62 -0.949
C 1.89 -1.56 -5.36 -0.841
H -4.12 -2.74 -4.62 0.250
H -4.45 -1.39 -3.34 0.125
H -5.77 -2.64 -3.77 0.366
H -4.19 -4.57 -2.93 0.276
H -4.81 -3.51 -1.56 0.328
H -2.03 -4.26 -2.19 0.172
H -2.09 -2.52 -2.79 -0.219
H -3.43 -3.01 0.03 0.491
H -2.35 -1.59 -0.46 0.234
H -0.68 -4.16 -0.45 0.262
H -1.71 -4.13 1.08 -0.071
H -0.19 -2.68 2.09 0.148
H -0.62 -1.33 0.93 -0.004
H 1.33 -3.40 -0.32 0.443
H 1.96 -2.88 1.32 0.160
H 2.26 -0.56 0.80 0.191
H 2.92 -1.45 -0.68 0.250
H 0.20 2.78 1.29 0.493
H -0.59 4.43 0.90 0.255
H -2.85 3.57 1.94 0.151
H -2.20 1.85 2.05 0.118
H -1.72 2.64 4.29 0.359
H -0.12 3.17 3.47 -0.619
H -0.62 5.32 4.38 0.255
H -1.87 5.55 3.05 0.290
H -2.49 5.84 5.34 0.344
H -1.34 6.95 -1.11 0.300
H -2.91 7.66 -0.43 0.380
H -4.06 6.80 -2.83 0.147
H -2.20 6.79 -3.33 0.062
H -3.03 8.35 -2.71 0.368
H -5.01 4.98 1.10 0.424
H -5.20 3.91 -0.37 0.354
H -5.37 7.18 -0.41 0.099
H -5.99 5.93 -1.72 0.167
H -6.83 6.11 -0.09 0.356
H -4.51 3.15 -4.00 0.582
H -4.48 4.63 -2.91 -0.340
H -3.54 2.12 -5.71 0.057
H -2.72 -0.04 -5.10 -0.049
H -0.41 2.13 -5.56 0.289
H 1.44 -4.03 -3.13 0.219
H 2.79 0.31 -3.78 0.319
H 3.72 -0.73 -2.57 -0.001
H 4.20 -0.73 -4.34 0.345
H 2.33 -2.28 -6.15 0.421
H 0.75 -1.62 -5.42 0.278
H 2.20 -0.49 -5.70 0.483
O 0.33 4.29 -7.85 -0.686
H -0.45 4.86 -7.81 0.302
H 0.10 3.54 -7.28 0.367
Al 3.33 0.24 -6.74 0.400
Br -4.59 9.15 -1.90 -0.808
C -2.45 -7.39 2.91 -0.810
C -3.28 -7.00 1.71 -0.500
O -2.53 -6.10 0.90 -0.371
H -2.18 -6.50 3.49 0.058
H -3.00 -8.08 3.56 0.439
H -1.51 -7.87 2.60 0.303
H -4.20 -6.50 2.02 0.327
H -3.55 -7.88 1.11 0.296
H -1.72 -6.56 0.62 0.219
C 5.67 3.32 -5.09 -0.686
O 6.12 2.06 -5.09 -0.607
H 5.42 3.76 -4.10 0.253
H 6.35 4.09 -5.50 0.237
H 4.74 3.53 -5.66 0.136
B 10.81 0.81 -5.30 0.571
O 9.86 -0.10 -4.63 -0.422
C 9.14 0.64 -3.78 0.673
O 8.27 0.19 -3.07 -0.656
C 9.57 2.03 -3.84 0.677
O 9.13 2.94 -3.20 -0.638
O 10.56 2.15 -4.74 -0.426
F 10.57 0.82 -6.72 -0.387
F 12.16 0.41 -5.03 -0.393
C 1.67 -7.67 5.75 -0.805
N 1.13 -6.44 6.46 -0.013
C 1.77 -6.39 7.84 -0.856
C -0.36 -6.57 6.63 -0.765
C 1.51 -5.15 5.72 -0.785
C 0.91 -5.01 4.32 -0.080
O 1.35 -6.06 3.46 -0.524
H 1.61 -8.52 6.43 0.368
H 1.04 -7.88 4.88 0.315
H 2.70 -7.48 5.47 0.359
H 1.51 -7.29 8.38 0.383
H 1.39 -5.51 8.36 0.397
H 2.85 -6.32 7.71 0.375
H -0.82 -6.69 5.64 0.239
H -0.74 -5.67 7.12 0.362
H -0.57 -7.45 7.23 0.391
H 2.60 -5.14 5.66 0.407
H 1.18 -4.32 6.34 0.355
H 1.25 -4.06 3.89 0.280
H -0.18 -4.99 4.34 0.292
H 0.96 -5.90 2.59 0.306
C -0.22 3.27 7.21 0.716
O -0.81 2.48 6.43 -0.638
O -0.91 4.44 7.33 -0.509
O 0.84 3.16 7.85 -0.766
H -1.61 4.14 6.72 0.402
C 3.68 3.15 5.66 0.214
Cl 4.11 1.48 5.25 -0.144
Cl 5.13 4.15 5.79 -0.173
Cl 2.57 3.81 4.45 -0.100
H 3.17 3.14 6.62 0.151
C 0.83 0.55 3.09 0.809
O -0.27 0.20 2.66 -0.419
O 1.01 1.33 4.05 -0.226
O 1.94 0.18 2.64 -0.613
```

Properties
HOMO level: -2.38 eV
maximum force: 6.03 eV Å⁻¹
E_LUMO: -0.950 eV
charge: -2
E_tot: -233649.890 eV
Kohn-Sham gap: 1.425 eV


2.
ORCA calculation (ωB97M-V with the def2-TZVPD basis set) on a 15-piece molecular cluster, C41H76B8F32N9O5 overall.

Structure (XYZ):
```
171
Properties=species:S:1:pos:R:3:mulliken_charge:R:1
C 5.00 -2.35 -5.53 -1.059
C 6.20 -1.46 -5.75 0.632
O 6.91 -1.05 -4.81 -0.393
N 6.83 -1.46 -7.17 -0.259
H 6.83 -2.37 -7.60 0.398
H 6.27 -1.00 -7.88 0.384
C 8.30 -0.87 -7.24 -0.764
H 4.93 -3.27 -6.12 0.358
H 4.24 -1.57 -5.60 0.340
H 4.89 -2.70 -4.50 0.343
H 8.33 0.18 -6.94 0.326
H 8.68 -0.99 -8.25 0.349
H 8.89 -1.51 -6.59 0.347
C -2.37 -13.23 -0.33 -0.970
C -2.97 -14.38 0.43 0.538
O -2.26 -15.26 0.97 -0.424
N -4.50 -14.48 0.67 -0.202
H -5.07 -13.68 0.40 0.370
H -4.86 -15.12 -0.02 0.369
C -4.75 -14.75 2.20 -0.802
H -2.78 -13.35 -1.34 0.359
H -1.31 -13.48 -0.34 0.296
H -2.56 -12.30 0.20 0.389
H -5.76 -15.16 2.26 0.365
H -4.69 -13.86 2.84 0.341
H -4.11 -15.60 2.46 0.369
C -3.35 -10.07 -6.22 -0.991
C -2.37 -9.14 -5.52 0.508
O -2.49 -8.80 -4.37 -0.432
N -1.15 -8.68 -6.26 -0.020
H -1.09 -8.48 -7.25 0.410
H -1.05 -7.77 -5.85 0.231
C 0.05 -9.51 -5.83 -0.789
H -4.32 -9.98 -5.74 0.279
H -2.78 -10.98 -6.09 0.312
H -3.52 -10.05 -7.30 0.394
H 0.10 -10.45 -6.38 0.358
H 0.02 -9.73 -4.76 0.337
H 0.89 -8.92 -6.21 0.396
C 0.29 3.47 -0.29 -0.909
N 0.33 1.97 -0.26 0.133
C 0.12 1.42 0.96 -0.443
C 0.00 0.03 1.01 -0.936
C -0.02 -0.76 -0.12 0.808
C 0.04 -0.09 -1.32 -0.642
C 0.33 1.29 -1.39 -0.396
C -0.05 -2.25 -0.02 0.898
C -0.88 -2.95 0.88 -0.774
C -0.79 -4.40 0.84 -0.283
N -0.06 -5.03 -0.10 0.202
C 0.66 -4.37 -1.00 -0.402
C 0.65 -3.03 -0.99 -0.870
C -0.18 -6.48 -0.25 -0.983
H 1.16 3.78 -0.87 0.302
H 0.23 3.84 0.73 0.303
H -0.53 3.69 -0.96 0.440
H 0.08 2.08 1.82 0.485
H -0.01 -0.42 1.99 0.645
H -0.04 -0.66 -2.24 0.659
H 0.62 1.72 -2.34 0.530
H -1.66 -2.49 1.46 0.612
H -1.49 -4.90 1.50 0.467
H 1.11 -4.96 -1.78 0.548
H 1.01 -2.52 -1.87 0.483
H -1.20 -6.75 0.02 0.336
H 0.64 -6.96 0.28 0.371
H -0.05 -6.75 -1.30 0.379
C 4.40 14.49 8.05 -0.761
N 4.22 13.76 6.81 0.013
C 4.18 12.40 6.68 -0.321
C 4.43 11.71 5.41 -0.594
C 4.50 12.47 4.25 0.541
C 4.48 13.83 4.38 -0.376
C 4.37 14.45 5.66 -0.326
C 4.84 11.78 2.98 0.686
C 3.86 11.03 2.33 -0.654
C 4.17 10.32 1.20 -0.155
N 5.44 10.10 0.78 0.045
C 6.44 10.83 1.40 -0.330
C 6.14 11.64 2.50 -0.636
C 5.70 9.04 -0.22 -0.864
H 3.86 15.43 8.08 0.297
H 5.47 14.69 8.09 0.407
H 4.15 13.81 8.87 0.275
H 3.96 11.94 7.64 0.443
H 4.51 10.64 5.35 0.592
H 4.48 14.39 3.45 0.502
H 4.24 15.51 5.82 0.372
H 2.84 11.00 2.68 0.478
H 3.36 9.80 0.71 0.375
H 7.37 10.72 0.86 0.513
H 7.02 12.07 2.96 0.433
H 5.99 9.60 -1.11 0.391
H 4.76 8.54 -0.43 0.298
H 6.40 8.29 0.14 0.350
C -3.23 10.31 6.15 -1.514
C -2.91 9.45 4.93 0.419
C -3.98 8.44 4.51 -0.632
O -3.61 7.82 3.31 -0.395
C -3.49 6.31 3.46 -0.725
N -2.54 10.32 3.68 -0.283
H -3.39 10.85 3.54 0.358
H -1.85 11.01 3.94 0.358
H -2.26 9.82 2.85 0.339
H -2.39 10.99 6.28 0.389
H -3.45 9.72 7.05 0.394
H -4.11 10.95 6.21 0.391
H -1.95 8.98 5.13 0.201
H -4.93 8.95 4.34 0.323
H -3.91 7.81 5.40 0.424
H -3.14 5.94 2.49 0.238
H -4.48 5.97 3.76 0.368
H -2.82 5.90 4.22 0.342
C -6.60 -3.84 -3.81 -1.543
C -6.28 -4.76 -2.65 0.348
C -6.73 -4.20 -1.30 -0.960
O -6.38 -5.09 -0.28 -0.339
C -6.38 -4.52 0.99 -0.790
N -7.16 -6.02 -2.86 -0.271
H -7.91 -5.83 -3.51 0.358
H -6.76 -6.68 -3.52 0.292
H -7.47 -6.44 -2.00 0.338
H -6.33 -4.35 -4.73 0.459
H -6.04 -2.91 -3.72 0.401
H -7.58 -3.38 -3.68 0.461
H -5.27 -5.12 -2.44 0.384
H -7.81 -4.04 -1.38 0.395
H -6.32 -3.20 -1.16 0.522
H -5.87 -3.56 1.02 0.336
H -5.85 -5.09 1.75 0.291
H -7.41 -4.31 1.28 0.315
B 1.35 6.70 4.39 0.624
F 0.84 5.58 4.96 -0.348
F 2.37 6.29 3.49 -0.421
F 0.39 7.33 3.54 -0.443
F 1.81 7.57 5.36 -0.402
B -3.52 4.56 -4.67 0.614
F -4.75 3.98 -4.31 -0.419
F -3.42 4.74 -6.05 -0.396
F -3.20 5.73 -4.00 -0.407
F -2.57 3.62 -4.30 -0.390
B 4.41 -8.15 -2.87 0.602
F 3.95 -7.54 -4.02 -0.425
F 5.41 -8.92 -3.33 -0.365
F 4.85 -7.35 -1.84 -0.382
F 3.41 -9.00 -2.41 -0.426
B -1.56 -3.80 -5.27 0.548
F -0.89 -4.84 -4.82 -0.314
F -2.32 -4.37 -6.32 -0.452
F -2.26 -3.24 -4.29 -0.328
F -0.51 -2.95 -5.83 -0.436
B 4.28 -1.22 3.55 0.582
F 4.23 -2.49 3.04 -0.395
F 4.57 -0.19 2.70 -0.401
F 3.02 -0.95 4.04 -0.388
F 5.22 -1.20 4.54 -0.389
B -0.93 -9.79 3.79 0.616
F -0.39 -10.93 3.20 -0.395
F -2.07 -9.41 3.08 -0.438
F -1.28 -10.04 5.07 -0.356
F 0.00 -8.72 3.62 -0.421
B 4.19 3.77 -4.17 0.585
F 5.26 4.59 -4.09 -0.382
F 4.35 2.75 -5.11 -0.414
F 4.09 3.20 -2.90 -0.421
F 3.06 4.44 -4.38 -0.363
B -3.20 -0.04 5.80 0.586
F -1.83 0.00 5.74 -0.361
F -3.68 1.18 5.35 -0.403
F -3.72 -1.12 5.04 -0.412
F -3.55 -0.13 7.16 -0.406
```

Properties
HOMO level: -8.65 eV
maximum force: 6.81 eV Å⁻¹
E_LUMO: -5.524 eV
charge: +1
E_tot: -159789.076 eV
Kohn-Sham gap: 3.122 eV


3.
ORCA calculation (ωB97M-V with the def2-TZVPD basis set) on a 7-piece molecular cluster, C41H77BrCl2FINO25PS overall.

Structure (XYZ):
```
151
Properties=species:S:1:pos:R:3:mulliken_charge:R:1
C 1.70 -4.85 -0.67 -0.807
C 0.59 -4.96 -1.73 -1.010
C -0.20 -3.65 -1.93 0.025
C 0.52 -2.73 -2.98 -1.622
N 0.19 -1.32 -2.85 1.590
C -0.81 -0.96 -3.84 -0.694
C -2.06 -1.88 -3.81 -0.678
F -3.04 -1.24 -4.55 -0.303
C 1.25 -0.38 -2.53 1.862
C 1.93 -0.97 -1.23 -0.299
C 3.33 -1.62 -1.24 -2.274
C 4.52 -0.60 -1.22 -0.034
C 5.69 -0.94 -2.15 -0.416
C 6.95 -0.16 -1.64 -0.860
O 7.44 0.73 -2.65 -0.405
C 7.14 2.02 -2.46 0.846
C 6.67 2.79 -3.67 -0.786
O 7.24 2.58 -1.43 -0.530
C 0.72 1.05 -2.04 0.643
C 0.18 1.96 -3.20 -0.748
C -1.16 2.71 -2.98 -0.687
O -1.20 3.78 -3.94 -0.633
C -0.23 0.96 -0.84 -0.823
C -1.57 0.23 -1.02 0.087
C -2.46 0.46 0.24 -1.657
I -2.22 -1.25 1.57 -0.028
O 1.98 1.74 -1.70 -0.513
C 2.15 2.70 -0.79 0.884
Cl 1.14 4.21 -0.94 -0.120
Cl 3.82 3.37 -1.31 -0.195
C 2.42 2.33 0.69 -0.934
C 1.29 2.47 1.69 0.175
O 0.63 3.38 1.90 -0.303
Br 0.97 0.86 2.81 -0.195
P 2.40 -0.19 -4.01 0.180
O 1.60 0.32 -5.35 -0.595
O 3.54 0.96 -3.84 -0.477
S 3.32 -1.77 -4.64 -0.368
H 2.56 -4.28 -1.03 0.049
H 2.07 -5.86 -0.49 0.418
H 1.36 -4.41 0.27 0.299
H -0.06 -5.78 -1.44 0.449
H 1.08 -5.18 -2.68 0.343
H -1.19 -3.94 -2.29 0.498
H -0.37 -3.13 -0.99 0.010
H 0.29 -3.17 -3.95 0.568
H 1.56 -2.99 -2.84 0.228
H -0.45 -1.05 -4.87 0.473
H -1.30 0.00 -3.68 -0.158
H -1.87 -2.86 -4.25 0.420
H -2.43 -1.93 -2.79 0.287
H 2.05 -0.23 -0.44 -1.043
H 1.26 -1.68 -0.75 0.570
H 3.50 -2.45 -1.92 0.640
H 3.40 -2.08 -0.24 0.539
H 4.94 -0.58 -0.21 0.945
H 4.14 0.41 -1.37 -0.494
H 5.56 -0.62 -3.18 0.167
H 5.94 -2.00 -2.07 0.392
H 6.79 0.32 -0.68 0.467
H 7.74 -0.89 -1.47 0.311
H 5.72 2.42 -4.05 -0.017
H 7.39 2.74 -4.49 0.373
H 6.54 3.84 -3.42 0.328
H 0.90 2.74 -3.46 0.818
H 0.00 1.42 -4.13 0.104
H -2.00 2.08 -3.27 0.237
H -1.29 3.18 -2.00 0.316
H -0.57 4.44 -3.62 0.372
H -0.49 1.96 -0.49 1.275
H 0.22 0.51 0.04 -0.619
H -2.16 0.54 -1.88 0.069
H -1.44 -0.84 -1.08 -0.107
H -3.49 0.39 -0.09 0.681
H -2.24 1.38 0.76 0.570
H 3.20 3.00 1.06 0.971
H 2.86 1.34 0.80 0.138
H 1.33 -0.47 -5.85 0.432
H 3.13 1.81 -4.09 0.397
C 1.20 9.53 5.67 -0.540
O 1.96 8.67 4.83 -0.369
C 1.34 7.53 4.50 0.608
O 0.24 7.19 4.86 -0.414
O 2.15 6.83 3.72 -0.366
C 1.61 5.57 3.29 -0.580
H 1.80 10.41 5.86 0.260
H 0.27 9.83 5.18 0.243
H 0.98 9.04 6.62 0.234
H 0.70 5.72 2.71 0.331
H 1.41 4.93 4.15 0.324
H 2.35 5.10 2.66 0.181
C -8.68 1.33 -1.77 -0.632
O -7.80 0.30 -2.22 -0.312
C -7.27 0.52 -3.43 0.783
O -7.48 1.47 -4.13 -0.542
O -6.48 -0.51 -3.72 -0.309
C -5.84 -0.42 -5.00 -0.563
H -9.04 1.04 -0.79 0.222
H -8.15 2.28 -1.69 0.290
H -9.53 1.43 -2.44 0.293
H -5.19 0.45 -5.04 0.263
H -6.57 -0.40 -5.80 0.372
H -5.23 -1.31 -5.11 0.131
C -1.27 6.23 7.43 -0.374
O -2.61 6.48 7.86 -0.352
C -3.51 5.64 7.35 0.920
O -3.28 4.73 6.60 -0.576
O -4.71 5.99 7.82 -0.354
C -5.78 5.17 7.35 -0.616
H -0.63 6.98 7.90 0.164
H -0.94 5.25 7.75 0.381
H -1.18 6.33 6.36 0.126
H -5.64 4.13 7.66 0.293
H -5.87 5.23 6.27 0.268
H -6.69 5.55 7.80 0.225
C 0.91 -7.86 4.47 -0.614
O 1.84 -8.88 4.11 -0.340
C 2.43 -8.70 2.93 0.885
O 2.24 -7.78 2.18 -0.539
O 3.26 -9.73 2.72 -0.326
C 3.96 -9.67 1.48 -0.568
H 0.51 -8.12 5.45 0.217
H 1.42 -6.89 4.55 0.288
H 0.10 -7.80 3.75 0.270
H 4.59 -8.78 1.43 0.290
H 3.27 -9.69 0.64 0.237
H 4.60 -10.55 1.43 0.203
C -5.82 7.62 1.51 -0.633
O -5.47 7.81 2.88 -0.340
C -4.15 7.78 3.12 0.741
O -3.29 7.60 2.29 -0.557
O -3.96 7.97 4.42 -0.350
C -2.59 7.96 4.82 -0.680
H -6.91 7.66 1.45 0.219
H -5.40 8.40 0.89 0.291
H -5.49 6.64 1.16 0.293
H -2.04 8.76 4.33 0.415
H -2.14 6.99 4.61 0.210
H -2.56 8.12 5.90 0.369
C 0.12 -10.91 0.35 -0.602
O 0.08 -10.80 -1.07 -0.271
C 0.29 -11.95 -1.72 0.764
O 0.50 -13.02 -1.21 -0.542
O 0.23 -11.70 -3.03 -0.306
C 0.44 -12.85 -3.85 -0.631
H -0.07 -9.92 0.76 0.182
H -0.66 -11.59 0.70 0.342
H 1.10 -11.25 0.68 0.255
H -0.32 -13.61 -3.67 0.293
H 1.43 -13.27 -3.69 0.289
H 0.36 -12.52 -4.89 0.220
```

Properties
SMILES: CCCCN(CCF)[C@](CCCCCOC(C)=O)([C@@](CCO)(CCCI)OC(Cl)(Cl)CC(=O)Br)P(O)(O)=S.COC(=O)OC.COC(=O)OC.COC(=O)OC.COC(=O)OC.COC(=O)OC.COC(=O)OC
HOMO level: -8.80 eV
maximum force: 3.59 eV Å⁻¹
E_LUMO: -0.017 eV
charge: 0
E_tot: -222472.809 eV
Kohn-Sham gap: 8.780 eV